Entry 1:
Formula: C16H32O2P2Sn
Source: OMol25
Level of theory: ωB97M-V with the def2-TZVPD basis set

The geometry in XYZ format:
```
53
Properties=species:S:1:pos:R:3:forces:R:3
H 2.555134 -0.828025 -0.321472 -0.1 0.3 -0.4
H 1.818537 -0.055727 -6.696597 -0.1 0.2 0.1
C -2.627900 0.504491 -4.198527 0.4 -0.1 -0.6
H -4.957978 -2.891169 -4.431655 0.3 0.3 0.2
C -2.859468 -2.646912 -4.280289 0.7 -0.8 0.0
H -4.665064 -1.387680 -6.210453 0.3 0.5 0.2
H 2.455018 2.421806 -6.216563 0.1 -0.3 0.0
H 3.723933 3.701158 -3.769991 -0.1 0.1 0.2
H -2.655485 -3.318912 -5.128682 -0.2 -0.3 0.7
C 1.395119 0.526717 -5.868799 0.1 -0.4 0.8
H -4.414503 -1.702663 -3.215769 -0.1 -0.4 -0.1
C 3.298508 -0.384371 -1.004317 0.7 -1.2 0.3
H 2.446625 4.421030 -2.753175 0.2 0.0 -0.2
H 3.908313 -1.208506 -1.387554 -0.1 0.3 -0.1
H 0.249697 3.871007 -5.478820 0.6 -0.3 0.4
H 1.636838 2.587524 0.770289 0.0 -0.1 -0.4
H -3.186495 0.490506 -6.242582 0.0 0.4 0.6
C 0.050794 -1.833095 -5.613788 -1.4 -0.4 0.3
H -0.047189 -2.825289 -5.152984 -0.1 0.4 -0.2
H 3.321113 1.278505 -5.149247 0.1 0.0 -0.4
H 3.928997 0.321575 -0.437084 -0.5 0.1 -0.7
H 0.656391 -1.927767 -6.528516 0.1 0.3 0.4
C 2.669334 3.988358 -3.735240 0.2 0.0 0.6
H -2.016671 1.396863 -4.402994 -0.1 -0.6 0.1
H -5.438020 -0.384883 -4.984132 0.5 -0.3 0.0
C -4.227575 -2.090944 -4.221199 -0.9 1.5 -0.2
H -2.087647 -1.631576 -1.432293 0.3 0.5 -0.2
H 0.401983 0.916851 -6.168481 0.6 -0.4 0.0
Sn 2.111359 0.589551 -2.502022 -1.7 1.3 3.8
C 1.800519 2.215235 -0.258637 0.8 0.5 -0.7
H 2.366282 -2.544631 -5.303493 0.3 0.1 0.2
C -1.901845 -2.467744 -3.361286 0.2 -0.2 -0.2
C 2.332165 1.653673 -5.443677 -0.1 0.4 0.4
H -0.557753 3.650922 -3.920614 0.3 -0.2 -0.1
H -0.946073 -1.450787 -5.866711 0.3 -0.1 0.3
H 3.347121 -1.548644 -4.188085 0.1 -0.1 0.0
H 2.109371 -2.660807 -3.547750 0.0 0.1 -0.1
O 0.891837 1.420128 -0.728978 1.2 -0.5 -1.2
O 2.831802 2.551307 -0.911330 -1.8 -1.0 0.4
H -0.570028 2.354744 -5.134399 0.4 0.2 0.5
C -1.768335 -1.280482 -2.434634 -0.6 -0.8 0.6
C -2.560102 0.003679 -2.764027 -0.2 0.8 0.3
C -3.360036 0.074519 -5.240550 -0.2 0.1 -0.2
C 0.056701 3.135952 -4.676253 -0.8 -0.1 0.7
H 2.476855 4.728958 -4.519448 -0.2 -0.3 0.0
H -2.045864 0.796425 -2.182407 -0.5 -0.3 -0.1
C 2.359002 -1.975075 -4.368336 0.5 0.2 -0.1
C -4.491133 -0.915953 -5.226495 0.0 -1.0 0.2
P 1.658386 2.516319 -3.955467 -0.1 1.5 -2.9
P 1.014672 -0.734183 -4.476692 0.7 -0.5 -2.4
H -3.579478 -0.064925 -2.356212 0.4 0.0 0.0
H -0.686544 -1.032336 -2.341223 -0.5 -0.2 0.0
H -1.133322 -3.264910 -3.226146 -0.2 0.9 -0.6
```
Forces are in eV/Å.

Properties
E, hartree: -1675.6395
LUMO, eV: -9.0
Strongest force on any atom, eV Å⁻¹: 4.34
Gap between HOMO and LUMO, eV: 4.83
Multiplicity: 1
Energy above the lowest of the compared OMol25 structures with the same formula, charge and spin, kcal per mole: 0.0
Charge: +2

=====

Entry 2:
Formula: C18H33FeNO3P2
Source: OMol25
Level of theory: ωB97M-V with the def2-TZVPD basis set

The geometry in XYZ format:
```
58
Properties=species:S:1:pos:R:3:forces:R:3
H -1.006105 3.338659 5.180683 -0.3 -0.5 0.3
C -0.404105 -1.505041 -2.373917 -0.1 0.2 -0.1
H -2.425205 -0.168541 4.870583 0.6 -0.1 0.0
C 1.920195 2.196059 -2.090717 -0.1 0.1 -0.1
Fe -0.103805 0.381659 1.895783 0.2 0.3 -1.0
H -2.853805 -1.845341 -6.015917 0.0 0.0 -0.1
C -1.763205 -1.763441 -5.987817 -0.4 -0.2 -0.1
C 0.358195 0.464259 -1.088717 0.3 -0.1 -0.5
H 0.236895 -3.109041 4.923683 0.4 -0.2 -0.4
H 2.484295 -2.989941 2.169083 -0.6 0.7 0.3
H 2.978595 4.080159 -1.687517 0.0 0.1 0.0
O 2.517795 3.041459 0.031683 -0.4 -0.5 0.1
H 1.191695 2.801059 -2.624817 0.0 0.0 0.0
H 2.385595 1.499459 -2.778617 0.0 0.0 0.0
H 1.633195 1.974259 4.259983 -0.2 -0.4 0.2
O -0.150405 -0.074641 -0.095117 -0.1 0.4 0.5
H -1.340405 -1.538941 -1.817017 -0.1 0.0 0.0
P 0.449495 -1.705041 2.926683 1.7 -2.0 1.6
H -1.878405 0.922959 -2.435517 -0.1 0.0 0.1
C -1.254805 -1.375141 3.553283 -2.2 -0.3 -0.2
H -1.139505 -3.002441 -3.720617 -0.1 0.0 0.0
C -1.320205 -1.138041 -4.710717 -0.2 1.5 0.6
H 0.313895 -2.116041 -1.826117 0.1 0.1 0.0
H -1.858505 -1.022841 2.686683 -0.1 -0.2 0.5
H -0.843205 -0.615641 5.617283 -0.3 0.1 -0.6
C -1.394905 2.305859 5.298783 -0.3 1.4 -0.4
H -2.497005 2.334559 5.153883 0.7 0.0 0.1
H 1.103895 1.008359 5.674483 0.0 0.0 -0.6
C -0.599205 -2.054641 -3.774217 0.2 -0.2 0.0
H -2.504205 2.040359 -4.778317 -0.1 0.0 0.0
C -1.339005 -0.309841 4.673383 -0.3 -0.8 -0.3
P -0.654005 1.240959 4.018383 -0.1 -0.6 1.9
H -1.459205 -1.206141 -6.867817 0.1 0.2 -0.1
C 1.081495 1.062559 4.565583 0.7 1.2 0.8
H 2.878295 -1.378041 2.915883 -0.6 -0.3 -0.1
H 0.368695 -2.314141 -4.216617 0.1 0.0 0.0
H 3.952795 2.626259 -1.383817 0.0 0.0 0.0
H -1.166505 1.936559 6.317883 0.0 0.0 -0.7
H -1.762105 1.318459 -6.185317 -0.1 0.0 0.0
H 0.941495 0.005959 -3.085217 0.2 0.1 0.0
C 2.952995 3.048759 -1.358817 0.0 0.0 0.1
C 0.960095 -3.056741 4.082283 -1.2 0.1 2.3
N 1.268995 1.490459 -0.972017 -0.1 0.0 0.5
H 1.942695 -2.868441 4.569283 -0.5 -0.2 -0.6
C 2.157595 -1.932441 2.280183 1.4 0.8 -3.4
C 0.047295 -0.037141 -2.464917 0.0 -0.9 0.3
H 2.193695 -1.486841 1.264383 0.4 -0.1 0.4
H -1.722205 -2.318141 3.904183 0.4 0.2 -0.5
H -0.684205 1.786459 -3.353317 0.0 0.1 -0.1
C -1.557605 0.161959 -4.398617 0.3 -1.7 -0.3
C 1.629695 2.093359 0.234683 0.4 0.5 -0.4
C -1.048905 0.780459 -3.133717 -0.1 0.5 0.3
O 1.202595 1.836359 1.351483 0.2 -0.1 -0.2
H 1.624195 0.201459 4.171783 -0.2 0.2 0.0
H 0.944995 -4.042841 3.574883 0.1 0.7 0.1
H -3.284905 0.685859 -5.585717 -0.1 -0.1 0.0
H -1.379405 -2.777841 -6.078417 0.1 0.0 0.0
C -2.326305 1.088359 -5.276817 0.1 0.3 -0.3
```
Forces are in eV/Å.

Properties
E, hartree: -2931.9280
LUMO (spin up / spin down), eV: -7.5 / -7.5
Strongest force on any atom, eV Å⁻¹: 3.73
Gap between HOMO and LUMO (spin up / spin down), eV: 5.57 / 5.53
Multiplicity: 5
Energy above the lowest of the compared OMol25 structures with the same formula, charge and spin, kcal per mole: 0.0
Charge: +2

=====

Entry 3:
Formula: C48H108ClP3
Source: OMol25
Level of theory: ωB97M-V with the def2-TZVPD basis set

The geometry in XYZ format:
```
160
Properties=species:S:1:pos:R:3:forces:R:3
C -3.974509 -1.532175 -1.630582 1.8 0.4 0.3
H -3.132894 3.514163 2.481288 -0.3 0.1 -1.0
C -2.444750 2.233892 -2.924047 1.5 1.6 0.9
H -1.683379 -1.533140 -3.139134 -0.1 -0.2 0.3
C 3.870951 -1.415692 0.265252 -0.8 0.5 0.4
C -1.990104 -3.825851 -5.129824 -0.8 -0.3 0.0
H 4.556549 -2.158521 2.163675 0.4 -0.3 0.2
H 2.544865 -6.793962 -0.983595 0.2 0.3 0.2
C -3.290035 -3.790789 -7.304747 1.0 1.4 1.1
C 4.306043 -1.208431 1.714753 -1.6 -0.2 -0.1
H 2.010618 -0.471568 5.607810 2.1 1.2 -0.1
H 1.865797 8.593687 0.106034 -0.5 0.4 0.3
H 3.800097 2.020128 2.008079 0.1 -0.4 0.1
H -1.340581 5.100420 2.220608 -0.2 0.0 0.5
H 1.924960 -2.891322 5.118730 0.9 -1.0 -0.2
C 1.400230 -5.147624 -1.590658 0.8 1.3 1.0
H -1.067145 -5.511965 -4.077453 0.5 0.0 -0.2
H 3.267421 -0.737078 -4.745784 0.2 0.3 -0.1
H -3.840235 -4.887449 -5.551079 -0.3 0.3 0.3
H 0.430598 3.469516 3.156048 -0.7 0.5 -1.8
H -4.923008 -1.992664 -1.614769 -1.3 -0.4 0.1
H 1.490228 -2.063862 -1.746165 -0.6 0.2 0.3
H 1.618902 -3.465952 7.774374 0.4 0.0 -0.4
H -2.267426 6.211302 1.377014 -0.3 1.3 -1.6
H -3.939793 -0.893911 -2.521905 0.1 -0.2 -0.1
P -0.676832 3.735795 -1.215001 0.9 1.5 -2.1
H 0.268922 -2.857845 5.712739 0.2 -0.7 0.4
H 1.338666 -3.515352 -4.183362 -0.3 -0.3 -0.3
H -3.877521 -4.341176 -7.995131 -0.5 -0.5 -0.7
H -1.459855 5.900880 -0.784635 0.1 0.4 -0.1
H -1.166982 -2.070840 4.429427 -0.7 -0.7 0.2
H -4.411531 2.073209 -3.793585 0.0 -0.3 0.1
H 3.172841 -5.046483 0.511523 0.1 0.9 0.5
P 0.560617 -0.770910 3.719252 0.4 -1.3 -1.4
H 4.272455 3.386470 1.109099 0.3 0.1 -0.2
P -0.587991 -3.514709 -2.742110 0.5 0.0 -1.0
H 2.103915 0.632978 -5.016695 0.4 0.0 0.0
H -3.891794 3.310836 -0.070595 -0.4 -1.0 -0.5
H -1.104311 3.576979 0.980245 0.2 -0.3 0.1
H 2.112620 -4.316141 -1.463719 0.0 -0.2 -0.5
C 3.106496 -0.628744 2.536742 1.5 -0.3 0.7
H 2.635765 -2.361645 -2.902508 1.2 -0.7 -0.3
H 2.455473 -0.128785 -2.479380 -0.3 0.7 -0.3
H 0.838109 1.888865 -1.598180 0.2 1.0 0.7
C 1.935738 4.230105 4.419541 -0.6 -0.3 0.7
H 1.367439 -4.946663 1.121845 1.3 0.1 0.1
C 1.749532 -2.474452 7.315443 1.2 -1.5 -0.1
H -1.614449 -5.116978 3.447717 -0.5 0.8 0.1
H -2.222582 -4.091710 1.251743 -0.6 0.5 0.7
C -2.369207 5.449079 2.079403 -0.4 -0.8 1.7
C -1.590576 3.567009 -2.811140 0.9 -2.1 -0.3
H 2.232344 4.035278 5.447009 0.2 0.3 0.3
H 0.405574 -0.436469 6.036832 -0.3 -0.2 0.2
H 3.533020 2.303970 -0.980832 -0.7 -0.4 0.0
H 1.556862 5.257041 4.352515 0.7 -0.1 -0.2
H -4.336608 4.587606 1.801162 -1.0 0.5 0.2
H 2.287091 1.777645 3.833327 0.4 -0.1 -0.2
H -2.466155 -5.578917 -6.159384 0.4 -0.6 -1.1
H -0.703306 -5.383907 -1.486564 0.0 0.3 0.9
H -0.957745 3.589747 -3.715572 0.5 -0.2 0.6
H -0.326499 6.355996 -2.861068 0.5 0.2 -0.3
H 3.135057 -0.859871 7.392225 0.3 0.5 -0.2
Cl -0.060144 -0.010686 -0.023145 0.0 0.2 0.0
H -2.464883 -4.917130 -3.266475 0.6 0.3 -0.5
H 3.108801 -2.203769 0.187248 0.1 0.1 0.1
H 4.930199 1.848668 0.601895 0.8 -0.5 0.3
H -3.171220 -3.409733 -2.343475 -0.8 -1.0 -0.5
H 0.453843 7.430086 0.470325 0.9 0.6 0.5
H 1.471321 3.448642 -2.126052 0.2 0.3 -0.3
H -3.193100 4.832761 -0.341823 0.3 0.0 0.0
H -1.061378 -3.637841 -5.642164 0.2 0.6 -0.6
C 1.653859 -1.980088 -2.817396 0.6 1.0 1.0
H 1.210745 -1.337154 1.556170 0.6 0.6 0.1
C -2.919122 -4.611030 -6.058405 0.1 0.1 0.3
C 0.372809 6.333689 -2.019542 -1.4 -1.7 0.5
H -0.204839 -3.402743 2.353230 1.3 -1.0 0.3
C 1.284552 -2.486464 5.862429 -1.5 2.8 0.0
C 1.750514 -0.531566 -3.218160 0.6 -0.1 0.0
H -2.234880 -3.640816 4.244297 -0.2 0.0 1.1
H 0.766257 -0.096835 -3.139339 -0.3 0.5 0.4
C 0.750018 7.721566 -1.560724 1.2 0.2 0.0
H -2.909628 2.068980 -1.967430 -0.5 -0.2 0.3
H -1.805913 -0.971452 3.122936 0.8 -0.5 0.8
C 0.024568 -4.552376 -1.415967 -0.8 -0.7 -0.6
H 2.467723 -6.317523 1.527808 -0.2 0.6 -0.6
H -0.001059 3.513051 4.787849 -0.5 -0.4 0.4
C 1.127639 -0.967629 5.416331 -1.8 -1.8 0.0
H 1.563663 -5.619745 -2.520436 -0.1 -0.2 -1.4
C -3.079428 3.918705 0.249141 0.7 -0.2 0.6
C -2.400094 -4.314690 3.439307 -1.0 -2.4 -0.8
H 1.165004 2.773150 0.840129 0.2 0.5 -0.2
H 3.532975 -2.050282 8.586864 -0.3 -0.2 -1.5
H -0.786837 -2.135333 1.346359 -0.1 0.2 -0.1
H 0.436675 0.977840 2.267004 0.3 0.4 -0.9
C 1.805181 -1.383969 2.486621 -1.2 -0.6 0.2
C 1.259944 1.846262 4.151273 -0.6 -0.2 1.3
H -0.014261 -3.964782 -0.507635 -0.4 -0.2 0.4
H 4.641071 -1.667071 -0.437106 0.6 0.0 -0.2
H -4.427141 0.192428 -0.502866 -0.8 0.9 0.1
H -0.960833 -1.411249 -1.541038 -0.3 -0.7 0.0
H -2.418082 -3.306562 -7.821224 -0.6 -0.8 0.4
C 4.060744 2.320951 1.000977 -1.1 1.4 -0.1
H 1.240833 1.548163 5.229768 0.1 0.0 -0.8
H 3.503000 -0.649707 3.577411 -0.5 0.3 -0.3
H -2.826019 0.392695 -4.532486 -0.1 -0.5 -0.8
H -2.753058 -2.968599 -0.699747 0.0 -1.0 1.4
C -0.439817 5.540729 -0.922499 1.0 -0.6 0.5
H -3.890094 -2.929788 -6.925019 0.2 -0.6 -0.4
H -2.542117 -2.903673 -4.916624 0.5 0.2 0.3
C -1.019458 -1.725143 3.423904 0.7 2.4 -0.7
C -2.288193 -3.470208 2.180037 0.5 -0.3 -0.2
H 1.087039 -1.895921 7.918783 -0.6 0.8 0.2
H -3.471346 3.305817 -4.494024 0.2 0.2 0.0
H -1.743065 2.116818 0.193175 0.2 0.7 -0.1
H -2.802362 -0.237086 -0.173054 0.4 -0.2 -0.7
C 1.775930 -6.146632 -0.536642 0.3 -1.9 -0.4
C 0.804912 3.279946 4.112341 0.6 0.3 0.6
H -1.866610 1.541294 -5.454820 0.4 0.2 -0.1
C 2.950032 2.149882 -0.051091 1.6 0.0 0.1
H 1.455000 8.066908 -2.321943 0.1 0.3 0.3
C -2.871830 1.303371 -5.140213 -0.9 0.2 0.5
H 3.963468 -2.323030 6.804480 -0.6 0.0 0.5
H 0.231314 -2.154435 -4.433199 0.3 -0.2 0.2
H -2.762578 5.937261 2.976703 0.5 -0.1 0.1
C -0.974680 -2.695495 2.257149 -0.9 0.3 0.1
H 1.932361 -2.461265 2.577705 0.2 -0.2 0.6
H -3.393800 -4.889669 3.549984 1.4 1.2 -0.1
C 1.335508 7.681863 -0.146642 -0.3 0.0 -0.5
C 3.198641 -1.930949 7.505319 -0.3 -0.3 1.2
C 2.241019 -0.387943 -4.662036 0.5 0.8 1.4
C -3.787495 -0.646552 -0.400055 0.1 -0.2 0.5
H 1.653155 -0.999259 -5.272322 -0.9 -0.9 -1.2
H 0.064397 5.620999 0.086131 -0.5 -0.3 -1.1
H 2.945159 0.407926 2.270130 -0.1 0.1 -0.1
C 0.742585 -2.766506 -3.667976 -0.8 -1.1 -1.1
C -1.538149 -2.101914 -2.197473 -0.7 0.0 -0.4
H -1.717426 1.432549 -3.072047 -0.1 -0.1 0.2
H -0.042442 8.462932 -1.513206 -0.5 -0.3 -0.4
C 0.339354 0.944262 3.332185 -1.1 0.7 1.3
H -4.046850 -1.134601 0.540662 -0.3 -0.3 -0.1
H -0.716291 1.263505 3.539385 0.7 -0.5 -0.1
C -2.908928 -2.636064 -1.680854 0.8 2.7 -0.9
C -1.670143 3.225048 0.116318 -1.6 -0.7 1.1
H 2.782795 3.937965 3.820917 0.4 0.7 -0.5
H -2.156323 4.427295 -3.013533 -1.3 1.3 0.5
C -3.319562 4.305466 1.711189 1.6 0.0 0.1
H 1.269097 5.716187 -2.306487 -0.7 0.8 0.3
H 2.101050 6.927587 -0.039501 0.1 -0.6 0.0
H 0.991104 -6.883010 -0.387836 -0.6 0.1 0.2
C 0.977215 2.969564 -1.291731 -0.7 -0.6 0.0
C 2.246834 -5.542052 0.754252 -1.1 -0.9 0.8
C -1.581860 -4.579530 -3.872630 -1.1 0.3 1.4
H 5.145543 -0.532709 1.828393 0.2 0.1 -0.1
H 3.387111 -0.472260 -0.017490 0.2 -0.4 -0.5
H 2.580778 1.118998 0.035614 -0.2 0.5 -0.6
C -3.386706 2.302766 -4.082259 -0.4 -0.1 -1.2
C 1.805461 3.130880 0.006442 -1.0 -0.8 0.4
H -3.089112 -2.724091 2.187982 -0.2 -0.3 -0.6
H 2.136763 4.165007 0.226633 -0.2 -0.4 -0.4
H -3.504386 1.227039 -6.037636 0.1 -0.2 0.5
```
Forces are in eV/Å.

Properties
E, hartree: -3377.4612
LUMO, eV: -3.2
Strongest force on any atom, eV Å⁻¹: 3.20
Gap between HOMO and LUMO, eV: 10.10
Multiplicity: 1
Charge: +2

=====

Entry 4:
Formula: C2H6ClN2
Source: OMol25
Level of theory: ωB97M-V with the def2-TZVPD basis set

The geometry in XYZ format:
```
11
Properties=species:S:1:pos:R:3:forces:R:3
H -0.015562 -0.973849 -1.152310 0.1 0.1 0.2
H 2.124063 -1.684291 -0.600448 -0.1 0.1 -0.1
H 0.375413 1.190338 0.817757 -0.1 0.0 -0.1
N 0.465871 -0.399563 -0.461815 -0.7 -0.1 -0.8
H -1.904526 0.518161 -0.980570 0.0 0.1 0.1
H 1.613017 -1.394323 1.736952 0.4 1.0 -3.3
C 1.780021 -0.778506 -0.125267 0.3 -1.0 4.1
N -1.369624 1.002170 -0.270389 0.0 -0.1 -0.1
H -1.813508 1.786992 0.185421 0.1 0.0 0.0
C -0.160195 0.627953 0.057422 0.1 0.2 0.2
Cl 2.929514 0.504599 -0.072740 -0.1 -0.1 -0.2
```
Forces are in eV/Å.

Properties
E, hartree: -649.1428
LUMO (spin up / spin down), eV: -5.0 / -5.1
Strongest force on any atom, eV Å⁻¹: 4.21
Gap between HOMO and LUMO (spin up / spin down), eV: 8.53 / 8.64
Multiplicity: 1
Energy above the lowest of the compared OMol25 structures with the same formula, charge and spin, kcal per mole: 81.5
Charge: +1

=====

- The highest strongest force on any atom belongs to which entry?
  C16H32O2P2Sn

=====

- Among the records above, which one has the highest E?
  C2H6ClN2

=====

- strongest force on any atom of number 4 (C2H6ClN2)?
  4.21 eV Å⁻¹

=====

- Among the records above, which one has the lowest charge?
  C2H6ClN2